(1)
{
  "formula": "C5H10S",
  "method": "the ωB97M-V functional and the def2-TZVPD basis",
  "energy_ev": -16181.12468,
  "max_force_ev_per_a": 2.59,
  "homo_energy_ev": -9.0412,
  "gap_ev": 9.98,
  "smiles": "CC[C@@H]1C[C@@H]1S",
  "lumo_energy_ev": 0.9,
  "species": ["C", "C", "C", "C", "C", "S", "H", "H", "H", "H", "H", "H", "H", "H", "H", "H"],
  "coordinates": [[0.60800, 1.50824, -1.43528], [-0.50387, 0.64253, -0.91448], [0.08714, -0.59926, -0.27570], [-0.62802, -1.64932, 0.59788], [0.42615, -0.72165, 1.15876], [0.02706, 0.69810, 2.27256], [1.30805, 0.96977, -2.10738], [1.20457, 1.81093, -0.63530], [0.18900, 2.41577, -1.83643], [-1.15073, 1.06282, -0.14934], [-1.12674, 0.28313, -1.78785], [0.94992, -1.13119, -0.81004], [-0.41128, -2.65384, 0.42555], [-1.65779, -1.51162, 0.92007], [1.42125, -1.16168, 1.42843], [-0.74273, 0.03727, 3.14855]],
  "forces_ev_per_a": [[-0.3072, -0.2055, -0.5642], [-0.4967, -2.3477, -0.9670], [1.3017, -1.8883, -0.6581], [-0.4429, 2.3880, -0.0231], [0.9644, 0.1234, 1.7672], [-0.0206, -0.8620, -0.4898], [-0.7854, 0.3712, -0.0119], [1.1281, 0.6054, 1.5473], [0.1139, 0.2786, -0.7073], [-0.0574, 0.5864, -0.2655], [0.3408, 0.5110, 0.9605], [-1.4826, 1.0535, 0.0555], [0.6297, -1.4278, -0.1458], [0.1650, 0.3727, -0.1556], [-1.1041, 0.4669, -0.3338], [0.0532, -0.0260, -0.0084]],
  "nbo_charge": [-0.60, -0.41, -0.21, -0.42, -0.34, -0.06, 0.21, 0.20, 0.21, 0.23, 0.20, 0.21, 0.22, 0.22, 0.22, 0.13]
}

(2)
{
  "formula": "C5H10S",
  "method": "the ωB97M-V functional and the def2-TZVPD basis",
  "energy_ev": -16181.81484,
  "max_force_ev_per_a": 2.11,
  "homo_energy_ev": -8.5041,
  "gap_ev": 9.43,
  "smiles": "CC1(C)CCS1",
  "lumo_energy_ev": 0.9,
  "species": ["C", "C", "C", "C", "C", "S", "H", "H", "H", "H", "H", "H", "H", "H", "H", "H"],
  "coordinates": [[0.10359, -0.61594, 1.48059], [0.37112, 0.06909, 0.12883], [1.81208, 0.03335, -0.28142], [-0.70729, -0.27273, -0.93642], [-1.68566, 0.83855, -0.57231], [-0.39840, 1.90510, 0.17851], [-1.00675, -0.54757, 1.71369], [0.64160, -0.16430, 2.28357], [0.36425, -1.67338, 1.35593], [1.99565, 0.61283, -1.18509], [2.12263, -0.99972, -0.50680], [2.37879, 0.45283, 0.50521], [-0.25795, -0.13978, -1.87519], [-1.13102, -1.32104, -0.95253], [-2.13983, 1.27881, -1.45939], [-2.46282, 0.54388, 0.12282]],
  "forces_ev_per_a": [[-1.7223, -0.0414, -1.2190], [-1.2721, 0.9546, 0.5557], [-0.5940, -0.5401, -1.0486], [-0.3856, -1.1977, 1.5782], [0.0232, 0.1503, -0.9489], [0.5242, -1.5721, 0.0221], [1.3356, -0.1512, -0.1829], [0.4946, 0.2310, 0.5311], [0.0218, 0.0558, 0.2765], [-0.1142, 0.0907, -0.0118], [0.0058, 0.2002, 0.3241], [0.9841, 0.2639, 0.8398], [0.3908, 0.5039, -1.4885], [0.4740, 0.9299, 0.3995], [-0.1575, 0.1485, 0.1819], [-0.0086, -0.0263, 0.1908]],
  "nbo_charge": [-0.64, 0.02, -0.64, -0.44, -0.50, 0.08, 0.21, 0.22, 0.21, 0.22, 0.21, 0.22, 0.21, 0.20, 0.22, 0.21]
}

(3)
{
  "formula": "C5H10S",
  "method": "the ωB97M-V functional and the def2-TZVPD basis",
  "energy_ev": -16181.04309,
  "max_force_ev_per_a": 3.42,
  "homo_energy_ev": -8.6637,
  "gap_ev": 9.70,
  "smiles": "CC(C)[C@@H]1CS1",
  "lumo_energy_ev": 1.0,
  "species": ["C", "C", "C", "C", "C", "S", "H", "H", "H", "H", "H", "H", "H", "H", "H", "H"],
  "coordinates": [[1.03775, 1.45973, -0.14678], [1.16751, 0.07347, 0.46222], [2.15336, -0.78838, -0.32558], [-0.31072, -0.34194, 0.66958], [-1.05006, -1.24108, -0.16470], [-1.68808, 0.42364, -0.17927], [0.76719, 1.23636, -1.18982], [0.30948, 2.07480, 0.28414], [1.94842, 2.02074, -0.09453], [1.60648, 0.24329, 1.39526], [3.16646, -0.46123, -0.29268], [1.81805, -0.90493, -1.38370], [2.16351, -1.75329, 0.13126], [-0.55387, -0.38576, 1.77062], [-1.53714, -2.05529, 0.37008], [-0.66636, -1.76371, -1.09081]],
  "forces_ev_per_a": [[1.3624, -0.8594, -1.6598], [-0.8605, 1.5496, -1.0806], [-1.9979, -0.4947, -0.7785], [1.8282, 0.0341, 2.3829], [-0.3447, -3.1939, -1.1836], [-0.7327, -0.0041, -0.5322], [0.0768, 0.8042, 0.1019], [-1.2165, 0.6585, 0.7301], [0.8604, 0.1899, -0.2643], [0.4081, -0.1686, 1.8751], [0.6288, 0.7790, -0.0122], [0.3757, 0.0787, 0.6568], [-0.0025, -1.0026, 0.1375], [0.2877, -0.2707, -1.2649], [-0.7166, 0.4429, 0.1058], [0.0433, 1.4571, 0.7860]],
  "nbo_charge": [-0.59, -0.24, -0.60, -0.30, -0.52, 0.13, 0.21, 0.21, 0.20, 0.20, 0.22, 0.20, 0.21, 0.23, 0.22, 0.23]
}

(4)
{
  "formula": "C5H10S",
  "method": "the ωB97M-V functional and the def2-TZVPD basis",
  "energy_ev": -16178.26395,
  "max_force_ev_per_a": 4.69,
  "homo_energy_ev": -8.3711,
  "gap_ev": 9.21,
  "smiles": "CCC1CSC1",
  "lumo_energy_ev": 0.8,
  "species": ["C", "C", "C", "C", "S", "C", "H", "H", "H", "H", "H", "H", "H", "H", "H", "H"],
  "coordinates": [[-1.64115, -0.67744, 0.80725], [-0.86632, -0.41726, -0.36660], [0.66204, -0.37409, -0.11780], [1.44498, 0.45342, -1.30219], [1.58354, 1.97486, -0.25973], [0.86085, 0.82924, 0.82315], [-2.65329, -1.01181, 0.59309], [-1.67805, 0.28144, 1.40622], [-0.97812, -1.55092, 1.39952], [-0.88064, 0.63267, -0.62177], [-1.03781, -1.16494, -1.00074], [0.94902, -1.59998, -0.32958], [0.63999, 0.64062, -2.17949], [2.32985, -0.23814, -1.63122], [1.38923, 0.87599, 1.88988], [-0.12413, 1.34632, 0.89001]],
  "forces_ev_per_a": [[0.8127, -1.2122, 4.2440], [3.2763, 3.2117, 0.7455], [0.7066, -1.6961, -2.9213], [-2.1543, -2.1269, -1.6048], [2.2178, -0.0253, -2.3849], [-0.2941, 0.2775, 4.6722], [0.0370, -0.1248, 0.1822], [-0.1962, -1.5019, -0.0159], [-2.2680, 2.1125, -0.9419], [-1.6809, 0.1264, -1.4343], [-0.8497, -2.2184, -3.6559], [0.1681, 3.4176, 2.1666], [2.2799, -0.5301, 1.5620], [-1.1900, 2.1569, 0.3948], [-1.2689, -0.7339, -2.1805], [0.4038, -1.1330, 1.1725]],
  "nbo_charge": [-0.59, -0.44, -0.21, -0.53, 0.20, -0.58, 0.22, 0.21, 0.19, 0.20, 0.20, 0.23, 0.21, 0.23, 0.24, 0.21]
}

(5)
{
  "formula": "C5H10S",
  "method": "the ωB97M-V functional and the def2-TZVPD basis",
  "energy_ev": -16177.95037,
  "max_force_ev_per_a": 5.97,
  "homo_energy_ev": -8.6285,
  "gap_ev": 8.98,
  "smiles": "CC1(CS)CC1",
  "lumo_energy_ev": 0.3,
  "species": ["C", "C", "C", "S", "C", "C", "H", "H", "H", "H", "H", "H", "H", "H", "H", "H"],
  "coordinates": [[-0.39462, 1.77101, -0.07375], [-0.14179, 0.22270, -0.14734], [1.08070, -0.50772, -0.51670], [2.46448, 0.10107, 0.24317], [-1.32775, -0.88060, -0.31390], [-0.75710, -0.47251, 1.06448], [-1.25454, 1.82475, 0.66799], [0.46634, 2.46965, 0.19852], [-0.59106, 2.24596, -1.03611], [0.66519, -1.60409, -0.41159], [1.39257, -0.36049, -1.69299], [3.62788, -1.13516, 0.20795], [-1.22806, -1.85796, -0.76289], [-2.35847, -0.54773, -0.81398], [-1.40233, 0.05207, 1.97487], [-0.24144, -1.32097, 1.41226]],
  "forces_ev_per_a": [[0.0773, -0.1794, -0.0496], [-2.2438, -0.5565, 1.4435], [-0.5537, -2.5192, -5.3264], [5.1802, -1.6745, 2.4478], [-2.6979, 3.7519, -0.7794], [-2.7687, 0.4919, 0.6968], [1.1058, 0.7210, -1.2214], [-0.7134, -1.6385, 0.5828], [-0.8323, -0.4441, -0.1793], [2.2037, 1.8359, -0.0148], [-1.5787, -0.6547, 2.4029], [-2.9750, 2.7311, -0.1449], [1.0803, -0.1050, 0.2783], [2.1122, 0.0124, 1.8500], [1.6904, -1.1675, -2.9011], [0.9136, -0.6049, 0.9147]],
  "nbo_charge": [-0.62, -0.07, -0.61, 0.00, -0.44, -0.42, 0.22, 0.24, 0.22, 0.25, 0.21, 0.15, 0.22, 0.22, 0.23, 0.21]
}

Copy entry 4 word for word.
{
  "formula": "C5H10S",
  "method": "the ωB97M-V functional and the def2-TZVPD basis",
  "energy_ev": -16178.26395,
  "max_force_ev_per_a": 4.69,
  "homo_energy_ev": -8.3711,
  "gap_ev": 9.21,
  "smiles": "CCC1CSC1",
  "lumo_energy_ev": 0.8,
  "species": ["C", "C", "C", "C", "S", "C", "H", "H", "H", "H", "H", "H", "H", "H", "H", "H"],
  "coordinates": [[-1.64115, -0.67744, 0.80725], [-0.86632, -0.41726, -0.36660], [0.66204, -0.37409, -0.11780], [1.44498, 0.45342, -1.30219], [1.58354, 1.97486, -0.25973], [0.86085, 0.82924, 0.82315], [-2.65329, -1.01181, 0.59309], [-1.67805, 0.28144, 1.40622], [-0.97812, -1.55092, 1.39952], [-0.88064, 0.63267, -0.62177], [-1.03781, -1.16494, -1.00074], [0.94902, -1.59998, -0.32958], [0.63999, 0.64062, -2.17949], [2.32985, -0.23814, -1.63122], [1.38923, 0.87599, 1.88988], [-0.12413, 1.34632, 0.89001]],
  "forces_ev_per_a": [[0.8127, -1.2122, 4.2440], [3.2763, 3.2117, 0.7455], [0.7066, -1.6961, -2.9213], [-2.1543, -2.1269, -1.6048], [2.2178, -0.0253, -2.3849], [-0.2941, 0.2775, 4.6722], [0.0370, -0.1248, 0.1822], [-0.1962, -1.5019, -0.0159], [-2.2680, 2.1125, -0.9419], [-1.6809, 0.1264, -1.4343], [-0.8497, -2.2184, -3.6559], [0.1681, 3.4176, 2.1666], [2.2799, -0.5301, 1.5620], [-1.1900, 2.1569, 0.3948], [-1.2689, -0.7339, -2.1805], [0.4038, -1.1330, 1.1725]],
  "nbo_charge": [-0.59, -0.44, -0.21, -0.53, 0.20, -0.58, 0.22, 0.21, 0.19, 0.20, 0.20, 0.23, 0.21, 0.23, 0.24, 0.21]
}